Record 1
{
  "formula": "C10H19BN3O",
  "method": "ωB97M-V with the def2-TZVPD basis set",
  "orbital_gap_ev": 5.73,
  "total_charge": -1,
  "homo_energy_ev": -3.85,
  "elements": ["C", "B", "N", "C", "O", "H", "H", "H", "H", "H", "C", "C", "C", "C", "N", "H", "H", "H", "H", "H", "H", "H", "C", "C", "C", "C", "N", "H", "H", "H", "H", "H", "H", "H"],
  "positions_angstrom": [[3.47933, -4.10169, -0.11526], [3.82908, -4.30858, 1.50208], [4.71911, -5.58207, 1.72868], [4.00824, -6.65397, 1.54303], [3.19594, -7.45681, 0.98787], [3.31707, -5.10842, -0.66502], [4.27839, -3.47709, -0.65132], [2.45768, -3.56038, -0.16873], [4.35848, -3.36784, 1.99613], [2.78117, -4.54541, 2.05196], [-0.27678, 0.71638, 0.33747], [-0.61492, -0.70502, -0.09148], [-0.28873, -1.74971, 0.97635], [1.15050, -1.84865, 1.23691], [2.28088, -1.92557, 1.44239], [0.79738, 0.83922, 0.50300], [-0.57585, 1.42324, -0.43787], [-0.79978, 0.98307, 1.25889], [-0.08440, -0.93688, -1.02070], [-1.68620, -0.75566, -0.31437], [-0.65491, -2.72528, 0.64057], [-0.81901, -1.51454, 1.90419], [-1.82899, 5.62579, -1.22288], [-3.03006, 5.01668, -1.93572], [-3.94827, 4.22855, -1.00053], [-3.29121, 3.04041, -0.44735], [-2.77349, 2.11007, -0.00871], [-1.17659, 4.85361, -0.80703], [-1.23636, 6.21845, -1.92414], [-2.14713, 6.28266, -0.40850], [-2.67844, 4.37430, -2.74932], [-3.60950, 5.82444, -2.39480], [-4.83593, 3.91412, -1.55819], [-4.29669, 4.87256, -0.18761]]
}

=====

Record 2
{
  "formula": "C3H5Br2NO",
  "method": "ωB97M-V with the def2-TZVPD basis set",
  "relative_energy_kcal_mol": 95.3,
  "orbital_gap_ev": 8.54,
  "total_charge": 0,
  "homo_energy_ev": -7.93,
  "elements": ["C", "C", "C", "N", "O", "Br", "Br", "H", "H", "H", "H", "H"],
  "positions_angstrom": [[-0.08129, 0.25485, 0.49543], [-1.66337, -0.41062, -1.15356], [2.13065, -0.10993, 0.62241], [-0.58267, 0.91679, 1.40670], [-0.33522, -0.47931, -0.52007], [2.42399, -1.80380, 0.01264], [2.77781, 1.30686, -0.33545], [-2.26346, -0.99491, -0.38875], [-1.37519, -0.79114, -2.11663], [-1.79902, 0.66739, -1.17726], [2.20396, -0.03365, 1.77679], [-1.43618, 1.47747, 1.37773]]
}

=====

Record 3
{
  "formula": "C37H55ClCoGeNO2P2",
  "method": "ωB97M-V with the def2-TZVPD basis set",
  "orbital_gap_ev": [7.27, 7.27],
  "total_charge": 0,
  "homo_energy_ev": [-6.98, -6.98],
  "elements": ["Co", "C", "C", "C", "P", "C", "C", "C", "C", "C", "C", "C", "C", "C", "C", "N", "C", "C", "C", "C", "C", "C", "C", "P", "C", "C", "C", "C", "C", "C", "H", "H", "H", "H", "H", "H", "H", "H", "H", "H", "H", "H", "H", "H", "H", "H", "H", "H", "H", "H", "H", "H", "H", "H", "H", "H", "H", "H", "H", "H", "H", "H", "H", "H", "H", "H", "H", "H", "H", "H", "Cl", "C", "C", "C", "C", "C", "C", "C", "O", "O", "H", "H", "H", "H", "C", "Ge", "C", "C", "C", "H", "H", "H", "H", "H", "H", "H", "H", "H", "H", "H"],
  "positions_angstrom": [[-0.06030, 0.04229, -0.14644], [-3.19787, -3.41149, 1.04897], [-2.71340, -2.27350, 0.15008], [-3.41046, -2.30421, -1.21140], [-0.87613, -2.15606, 0.00610], [-0.28644, -3.42238, -1.19131], [1.24097, -3.36602, -1.27425], [-0.79062, -4.85902, -1.06914], [-0.27245, -2.41703, 1.68010], [0.15117, -3.62133, 2.22589], [0.76290, -3.68934, 3.46866], [1.21207, -4.99415, 4.06509], [0.96475, -2.48070, 4.12766], [0.53944, -1.26961, 3.60937], [-0.13727, -1.19570, 2.38301], [-0.56180, -0.01150, 1.73492], [-0.54991, 1.18415, 2.46673], [-0.89386, 1.28356, 3.82827], [-0.78404, 2.47504, 4.51688], [-0.36371, 3.65700, 3.90409], [-0.23912, 4.94197, 4.67557], [-0.15804, 3.60233, 2.53619], [-0.27475, 2.41545, 1.81754], [-0.49226, 2.25587, 0.04704], [-2.30726, 2.65456, -0.14458], [-2.73121, 3.88146, 0.67038], [-3.24502, 1.50926, 0.23907], [0.40586, 3.46060, -1.01175], [1.89012, 3.39481, -0.67997], [-0.08475, 4.90350, -1.09570], [-4.28406, -3.34668, 1.15016], [-2.76316, -3.35594, 2.04642], [-2.96723, -4.39239, 0.63219], [-2.96392, -1.33309, 0.65038], [-3.35824, -3.30281, -1.65105], [-2.98354, -1.59034, -1.91406], [-4.46772, -2.06097, -1.08738], [-0.67126, -3.01796, -2.13700], [1.70131, -3.72806, -0.35186], [1.59288, -2.35096, -1.45938], [1.58757, -3.99879, -2.09398], [-0.48763, -5.32660, -0.13220], [-0.36840, -5.45711, -1.88001], [-1.87452, -4.92634, -1.14250], [0.02168, -4.53467, 1.65731], [1.11725, -5.80852, 3.34652], [0.61791, -5.25818, 4.94245], [2.25600, -4.94866, 4.38016], [1.49152, -2.47603, 5.07632], [0.78696, -0.37514, 4.15822], [-1.25781, 0.41185, 4.35300], [-1.03893, 2.48701, 5.57151], [0.18422, 4.77011, 5.66585], [-1.20963, 5.42405, 4.81537], [0.40773, 5.64978, 4.15676], [0.06690, 4.51967, 2.00107], [-2.41192, 2.86185, -1.21500], [-2.66097, 3.67510, 1.73867], [-3.77646, 4.10548, 0.44542], [-2.14801, 4.77468, 0.46535], [-3.09917, 1.23137, 1.28644], [-3.10054, 0.63539, -0.38298], [-4.27756, 1.84840, 0.12822], [0.26702, 3.00729, -2.00235], [2.09674, 3.82473, 0.30333], [2.47242, 3.94441, -1.42214], [2.23199, 2.36247, -0.67531], [0.02864, 5.42810, -0.14541], [-1.12413, 4.97945, -1.40823], [0.51718, 5.43787, -1.83439], [-0.70520, 0.05976, -8.65769], [-0.68070, 0.08186, -6.91938], [-1.87077, -0.06567, -6.22440], [-1.84515, -0.03934, -4.83984], [-0.64163, 0.11598, -4.16160], [0.54135, 0.26162, -4.87617], [0.52739, 0.24978, -6.26189], [-0.64621, 0.13412, -2.66780], [-1.71817, 0.25964, -2.04319], [0.45294, 0.01515, -2.04611], [-2.79735, -0.19380, -6.76622], [-2.75947, -0.13254, -4.26904], [1.47063, 0.38752, -4.33981], [1.43906, 0.36757, -6.83081], [3.54040, 0.22099, -2.39617], [3.49409, 0.00799, -0.45205], [4.46139, -1.66079, -0.06529], [4.54271, 1.43204, 0.40815], [1.76804, -0.24534, 0.45153], [4.57035, 0.08500, -2.73274], [3.19886, 1.20726, -2.71439], [2.91181, -0.53207, -2.86600], [5.51431, -1.57018, -0.33782], [4.03286, -2.49277, -0.62768], [4.39758, -1.90125, 0.99724], [5.58216, 1.37594, 0.07998], [4.52367, 1.29201, 1.49048], [4.17417, 2.43259, 0.19042], [1.90538, 0.19302, 1.44680], [1.72778, -1.32575, 0.61849]]
}

=====

Electronic energy, record by record: -656.7715 -5395.1873 -6250.7494 a.u.